The following is a quantum chemistry calculation of C3H4NP as an isolated structure at a distorted geometry, from the OMol25 dataset.

Energy (hartree): -512.706735
Orbital gap (eV): 9.9717

Structure (XYZ):
```
9
Properties=species:S:1:pos:R:3:forces:R:3
H 2.134 -0.387 -0.315 1.78 -1.42 -0.57
C 0.033 -1.104 -0.207 -0.36 -6.00 -2.97
H -0.040 -2.439 -0.640 0.57 4.48 1.80
C 1.102 -0.313 -0.305 -1.41 1.09 1.15
P -1.496 -0.211 -0.119 0.17 0.26 0.85
H -0.932 2.222 0.300 0.83 0.07 -0.03
C -0.434 1.286 0.029 -0.84 -0.65 -0.20
H -1.175 -0.061 1.285 -0.87 -0.16 0.01
N 0.809 1.007 -0.028 0.14 2.33 -0.06
```
Positions in Å, forces in eV/Å.

The following is a quantum chemistry calculation of a 13-piece molecular cluster, C101H217N11O13 overall at a distorted geometry, from the OMol25 dataset.

Energy (hartree): -5558.322273
Orbital gap (eV): 8.6965

Structure (XYZ):
```
342
Properties=species:S:1:pos:R:3:forces:R:3
C -2.854 -4.593 0.446 1.21 0.89 -0.48
C 3.159 0.281 -6.904 -0.84 -0.80 -1.03
N 2.128 -1.789 -6.516 -0.24 -1.18 0.79
H -6.086 -3.584 2.242 0.48 -1.45 -1.16
H -2.352 -1.297 0.141 -0.52 -1.40 -0.17
H -3.987 -6.910 -1.959 0.27 -0.12 -0.60
H 3.071 -0.003 -7.990 -0.11 0.38 1.01
H 4.013 -1.319 6.677 -0.01 0.62 -0.53
H 5.184 -1.990 3.696 -0.79 -0.88 -0.28
H 6.716 -3.784 6.442 0.04 0.30 -0.07
H 0.467 8.382 1.861 -0.01 -0.09 0.60
C -1.659 -1.173 7.346 0.15 0.60 -1.26
H -2.323 -1.958 2.822 -0.54 -0.31 -0.11
C -5.216 2.233 -4.460 -0.39 -1.54 -1.01
N -1.348 -6.018 -0.843 -1.22 -0.22 0.32
H 0.665 0.033 -1.924 -0.53 -0.72 0.44
H -1.985 2.259 4.969 0.02 -0.03 -0.62
H -0.651 7.039 -1.027 -0.04 -0.73 -0.80
H 6.483 -4.337 4.833 -0.26 -0.08 -0.30
H 1.341 -4.021 -7.810 -0.78 0.34 1.17
H -5.823 -2.655 3.591 1.51 0.75 1.64
C -8.143 -2.155 1.138 1.26 -0.98 0.70
C -3.194 -7.056 0.698 -0.14 -0.53 -2.13
H 0.539 8.339 5.811 0.89 -0.24 0.15
H -0.926 1.805 1.053 1.13 -0.39 -1.11
H 5.294 0.953 1.020 -0.53 0.05 -0.58
H -5.148 0.851 0.671 -0.33 -0.42 0.57
H 2.805 4.440 -0.509 0.04 0.10 -0.13
O -1.314 0.189 3.363 -0.72 -0.10 0.37
H -6.571 3.759 -5.244 0.25 -0.15 0.13
H -9.828 1.029 -3.113 0.51 -0.18 -0.13
O -0.749 -7.276 -0.753 -1.98 -1.85 -0.85
C -2.081 3.609 -5.132 -1.67 -0.77 -0.85
H -7.051 2.080 1.670 0.01 0.87 0.09
H 4.606 2.728 -3.583 0.66 0.04 0.56
H -8.967 0.478 0.920 -0.14 -0.42 -0.36
C 6.381 -1.801 -3.460 1.92 -0.25 0.15
H -9.223 0.986 4.483 -2.30 -0.86 0.84
N -1.043 -0.541 4.561 -0.64 0.23 1.18
O -8.790 -1.481 3.776 0.15 -0.04 0.25
H -2.656 -2.849 6.457 0.04 -0.03 -0.17
H 1.056 1.150 2.269 0.11 -0.06 0.02
C 2.267 -1.164 0.043 1.47 0.80 -0.23
C -7.642 2.240 -4.243 -1.77 0.00 -2.38
H -9.562 1.726 1.979 0.45 -0.59 -0.03
N 6.018 3.791 -1.430 0.03 0.02 0.78
H 0.165 -7.182 -0.666 2.25 0.63 0.16
H -1.712 2.163 6.627 0.13 0.37 1.00
H -0.417 -1.417 -1.827 0.29 -0.62 0.14
C 5.004 -1.494 6.237 -0.70 -0.45 0.22
H -6.441 2.310 -6.188 -0.82 -0.22 0.68
C 4.340 -6.227 5.798 1.97 -1.08 -0.50
H 3.391 -3.504 7.941 0.54 -0.36 0.28
O -6.526 -1.022 -3.119 -0.15 0.13 -0.04
H 0.587 0.386 -7.611 0.37 -0.39 0.96
H 0.452 -4.648 -6.273 -0.23 -0.18 -0.77
H 0.964 1.779 5.963 -0.53 -0.47 -0.69
H 1.573 -6.167 5.914 -0.08 -0.41 -0.14
H 1.256 4.578 -4.944 -1.10 -0.38 -0.02
H 4.202 1.330 -0.406 0.42 -0.19 0.55
C -0.880 5.557 -2.760 -0.77 -0.55 0.35
C 6.924 -3.973 -2.367 0.72 -0.20 0.44
H -4.355 2.481 -5.079 0.04 -0.34 0.00
H 4.814 -2.710 0.837 -0.71 0.34 0.57
H -1.559 7.502 -2.441 -0.99 0.87 -0.23
H -0.814 -7.021 1.798 0.37 -0.80 -0.19
H -0.990 0.089 -2.351 -0.51 0.29 0.34
H 6.101 -4.455 -2.871 -0.19 0.11 -0.96
H -3.271 -7.291 1.743 -0.11 0.10 0.46
H -0.412 9.398 2.985 -0.52 0.91 -0.10
C -1.332 6.097 2.120 -1.59 -0.52 0.93
H 0.076 -3.641 -4.404 0.47 -0.01 -0.10
C 2.027 -0.376 -6.090 0.44 0.25 -1.41
C -7.806 0.770 -3.999 -0.01 -0.55 0.46
C 8.931 -3.438 0.135 0.59 0.81 -1.02
H -0.763 9.209 5.133 -0.01 -0.23 -0.10
C -3.108 -6.887 -2.630 -0.13 -1.79 1.50
H -9.046 -0.508 -2.689 0.21 0.37 -0.07
H 2.144 -4.486 -6.363 0.23 0.29 0.40
H -0.803 4.373 3.234 0.04 0.07 -0.48
C -8.212 -0.006 -5.277 0.53 1.45 -0.19
H -0.963 -2.893 6.092 0.26 0.44 0.06
H 7.399 2.907 -3.705 0.23 -0.12 0.45
C -6.510 2.666 -5.134 1.12 0.42 -0.43
C 4.425 -2.698 4.130 -0.50 0.68 0.37
C 1.227 -3.995 -6.684 0.34 -1.35 -0.71
H 8.312 -4.300 0.205 -0.52 -0.69 0.38
H 3.135 1.336 -6.798 0.00 1.15 0.03
H 1.286 5.439 -2.477 -0.78 -0.93 -0.42
H 3.446 -2.163 4.207 0.81 -0.39 -0.11
C -0.307 -2.063 -6.578 -1.30 1.36 1.64
H -1.073 7.698 5.876 -0.64 -0.92 0.58
H -4.124 -3.355 -0.958 0.76 0.11 0.68
H 2.770 0.731 -4.463 0.45 0.94 0.23
C -7.981 0.564 2.823 1.27 -1.79 0.66
H -7.575 1.112 4.940 0.51 -0.22 0.03
C -8.290 1.241 4.143 1.79 1.84 -1.38
H 2.516 6.762 1.983 0.08 0.40 0.40
C -7.097 -1.718 2.169 0.69 -0.88 0.12
H 1.262 8.984 3.391 -0.62 -0.07 -0.74
H 9.572 -3.577 -0.740 -0.11 0.06 -0.01
C -2.164 -5.934 0.432 0.34 -0.79 0.68
H -4.179 -6.753 0.303 0.25 -0.24 0.30
H 2.733 -1.240 2.854 -0.48 0.23 -0.46
H -3.475 3.649 3.018 -0.02 0.67 0.16
C -2.071 -2.517 3.725 -0.78 0.50 -0.02
H 3.813 -3.856 2.397 0.32 -0.08 0.54
H 2.802 -4.232 -1.086 -0.23 0.03 -0.04
H -6.283 -1.139 -2.188 -0.16 0.39 -0.23
H 1.603 3.441 2.887 -0.04 -0.76 -0.55
C -0.694 0.015 -0.156 -1.00 -0.48 0.70
C 0.312 8.622 2.927 1.77 0.07 -0.22
C 0.390 3.873 -4.744 1.36 -0.27 -2.28
H -8.470 -1.833 4.627 -0.16 0.36 -0.51
H -0.939 6.637 1.315 0.38 1.20 -1.33
N 0.676 6.327 4.005 -0.03 1.77 -0.28
H 7.090 -2.679 5.062 -0.94 -0.65 0.48
H -0.917 -0.311 2.625 0.34 -0.12 -0.10
H -7.789 -1.823 0.173 -0.74 0.12 -0.53
C -0.726 6.931 -2.137 1.14 0.36 0.46
H -3.426 -4.455 1.333 -0.84 -0.22 0.67
C -6.724 1.154 2.102 -0.62 -0.09 0.63
O -0.386 -2.169 0.817 -0.21 0.33 0.20
N 7.756 -1.778 -1.398 -1.27 -0.83 -0.76
C -2.218 -0.257 0.139 1.26 1.66 -0.20
H 0.099 2.037 4.412 0.31 -0.24 0.20
H 6.929 -4.567 -1.448 0.62 0.27 0.02
H -4.497 0.854 -2.202 0.49 0.30 0.20
C 2.134 -5.362 6.368 -1.38 1.22 -0.02
C 4.902 -2.890 5.574 1.13 -0.51 -1.41
H 5.747 -3.906 0.125 0.39 -0.24 0.14
H -1.917 3.750 -2.016 0.02 0.56 -0.30
C -5.253 0.677 -4.134 0.09 0.60 -0.68
H 2.423 -5.643 7.381 -0.41 0.07 0.03
C -2.097 -5.868 -2.181 0.95 0.97 0.55
H 2.901 4.486 3.398 0.22 0.54 -0.48
H -2.005 -3.909 0.614 -0.44 0.48 -0.52
H 2.811 -0.949 -4.273 1.18 -1.47 1.06
H 1.595 4.155 4.499 -0.05 0.34 -1.61
C 0.401 4.735 -2.458 0.01 0.41 0.34
C -5.862 -1.047 1.504 0.45 -0.93 0.50
H 1.655 3.219 -3.294 -0.34 -0.45 0.57
H -7.417 0.078 -6.077 -1.24 -0.10 0.86
H -2.232 5.139 -1.064 0.44 0.31 0.04
H 2.638 -0.297 -0.585 -0.71 -1.14 0.28
C 1.626 0.821 1.389 0.71 1.06 0.97
C 5.059 5.472 0.202 -0.80 -0.13 -2.85
H 0.073 5.728 -6.645 0.22 0.51 -0.29
C 6.367 -3.457 5.453 0.24 0.28 0.96
O 4.112 -4.000 7.518 -0.04 0.77 1.49
H 6.446 -1.115 0.941 1.00 -0.71 0.73
H 4.194 5.641 0.838 0.09 0.18 -0.07
H -8.343 -1.021 -4.978 -0.17 -0.85 -0.18
O 0.768 -4.216 -0.561 -1.06 -1.28 -1.07
H 2.020 -5.856 -1.023 0.01 0.68 -0.07
H 4.029 3.045 1.262 -0.53 0.26 -0.12
H 1.759 -1.919 -0.531 -0.11 -0.16 -0.56
H -2.393 0.112 1.140 -0.22 0.04 0.34
H 3.934 -2.626 -6.626 -0.12 0.11 -0.56
C 2.040 -4.832 -0.580 -0.07 -0.78 0.68
H -1.977 6.472 4.189 -0.11 -0.40 -0.07
H 0.053 -4.944 -0.739 0.73 1.50 0.41
C 5.051 1.978 -2.899 -0.01 0.42 -0.34
N -7.633 -0.852 3.208 0.45 0.98 0.04
H -8.483 1.040 -1.941 -0.22 -0.45 -0.69
H -2.686 -3.427 3.839 0.21 0.46 -0.02
H 1.275 6.552 0.772 -0.96 0.42 0.41
H -4.344 -1.710 4.453 0.25 -0.20 0.45
H -3.386 -6.699 -3.656 -0.28 0.33 -0.23
C 0.844 -2.865 -4.546 -0.01 -0.07 1.34
O -2.276 6.503 -4.498 1.07 -1.04 0.46
C -1.930 1.552 5.783 -1.23 -1.25 -0.39
C -1.001 -5.874 -3.241 -0.24 1.67 0.47
H -3.032 4.208 -5.322 1.04 -0.84 0.64
H 7.108 -2.630 1.807 0.02 0.06 0.94
C -0.420 4.952 2.363 0.60 -0.94 1.99
H 4.208 1.584 -2.342 0.10 -0.49 -0.11
H -1.466 -0.254 -6.557 0.37 0.12 0.37
N -0.055 -0.803 0.947 0.02 0.19 -0.34
H 0.376 -0.833 6.883 0.03 0.39 -0.12
C 7.503 2.394 -2.732 0.22 -0.16 -1.13
H -4.472 -4.939 -1.016 -0.25 -0.97 0.38
H -1.439 -1.705 8.259 -0.05 0.07 0.45
H -0.625 -0.565 -4.989 -0.32 -0.15 -0.43
C 1.002 -2.651 -6.046 0.14 0.11 -0.70
C 1.716 6.114 1.664 0.39 -0.01 -0.29
C -3.644 -0.994 4.889 0.68 0.35 0.74
C -0.203 7.533 3.820 0.04 -0.14 1.95
C -6.084 0.346 0.998 -0.59 0.71 -1.46
C 1.399 -0.670 1.208 0.28 0.12 -0.88
C 5.119 1.619 0.143 -0.13 -0.64 0.97
H -2.643 -7.916 -2.644 -0.47 0.97 0.22
H -1.231 -2.529 -6.150 1.02 -0.63 -0.56
H 3.460 4.432 -2.099 0.17 0.36 -1.15
H -3.997 -0.633 5.878 0.10 -0.64 -0.44
C -0.531 -0.211 6.963 0.35 -0.54 -0.90
C -4.916 -0.188 -5.407 0.64 1.34 -0.10
C 4.887 4.068 -0.486 0.68 -0.48 1.14
H 9.613 -3.330 0.956 0.15 -0.32 0.74
H -8.575 2.618 -4.676 -0.15 -0.15 -0.04
H -3.701 3.578 0.588 0.79 0.88 -0.23
H 2.228 5.308 1.202 0.58 -1.09 -0.29
H 1.319 -0.112 -4.076 -0.76 0.00 0.46
H -1.927 -3.738 -1.903 0.79 0.51 -0.32
N 3.836 -3.733 6.182 0.52 -0.14 -1.12
H 1.439 -4.444 6.347 1.05 -1.27 0.26
H -0.235 -5.226 -2.833 0.65 -0.03 -0.19
H -4.877 -1.236 -5.240 -0.16 -0.97 0.65
H -2.967 1.100 5.894 1.49 0.62 0.06
H 2.137 6.475 5.199 0.12 0.07 0.01
H 6.701 5.050 -2.576 0.33 0.54 -0.29
C -0.345 1.489 0.112 -1.75 0.33 0.29
O 3.351 -2.406 -5.900 -1.33 1.08 0.19
C -0.530 -0.607 -6.090 0.28 -0.20 0.21
C 3.130 -4.833 4.130 -0.10 -0.26 0.15
H 1.796 -3.197 -4.058 -0.81 0.28 -0.39
C -3.427 2.752 2.428 -1.14 -0.91 -0.48
H 1.172 0.622 4.579 -0.66 0.31 0.63
H -3.106 4.908 -2.477 -0.11 0.59 -1.03
N -1.006 5.783 -4.218 -0.54 -0.62 -1.35
C -0.364 8.191 5.266 -0.42 0.81 -1.96
C -9.190 0.668 1.958 -0.49 2.19 -0.75
H 5.209 -6.313 5.036 -1.46 0.40 0.99
H 7.238 1.723 -0.166 -0.60 -0.22 -0.67
C -6.555 -2.954 2.930 -1.60 1.26 -1.04
C 4.198 -4.055 3.425 0.43 1.70 -1.40
C -2.094 4.849 -2.112 0.17 -1.74 1.23
C -0.927 4.537 -5.161 1.41 2.06 0.80
H -5.546 -0.060 -6.270 -0.40 0.35 -0.19
H -3.283 -4.285 -2.936 0.36 0.25 0.14
C 6.851 -2.170 0.880 0.38 2.02 -1.68
H 1.394 2.802 0.365 0.04 -1.67 -0.06
C -4.142 0.425 -3.138 -0.06 -0.88 0.34
H -7.597 2.716 -3.317 0.54 0.97 1.70
H -1.051 -2.736 3.570 1.34 -0.85 -0.04
C 1.187 1.681 0.237 -2.58 1.76 0.55
H 4.113 -0.075 -6.578 0.63 -0.21 0.40
H 5.129 6.249 -0.623 -0.31 -0.65 1.08
H 5.349 -0.699 5.514 -0.56 -0.88 0.79
H 9.964 -0.864 -0.243 -0.60 -0.48 0.22
H 3.214 -1.632 0.378 -0.61 0.20 0.19
H -1.286 -5.421 -4.208 -0.26 -0.48 0.41
C 5.679 -2.822 0.225 -0.27 -1.66 -1.19
O 5.852 4.620 -2.567 -0.28 0.53 -0.03
H -5.094 2.757 -3.552 0.13 0.59 1.30
H 0.404 -2.019 -3.970 0.69 -0.36 -0.57
H -0.392 -5.304 1.671 -0.14 0.18 0.03
H -3.220 0.874 -3.518 0.02 -0.09 0.36
H -3.995 -0.666 -2.940 0.07 0.77 -0.34
C -2.701 -4.467 -2.016 -0.30 -0.73 -1.62
H -0.003 2.624 -3.033 -0.60 -0.63 0.59
C -1.198 -6.037 1.655 -1.34 0.82 -0.43
H 9.100 -1.024 -2.388 0.41 0.00 -0.38
H -0.041 -2.486 -0.027 0.37 -0.39 -0.15
C -1.532 7.015 3.357 -0.20 -1.37 -0.73
H 5.685 3.260 1.437 0.69 0.12 -0.20
H 8.351 2.764 -2.186 0.17 0.79 0.48
O 8.852 -1.943 -2.270 1.01 0.49 0.08
C 3.537 3.953 -1.161 -1.60 -1.58 1.58
C 1.826 4.358 3.389 -0.67 -0.53 2.19
H 2.235 -4.227 4.039 -0.49 -0.06 -0.07
C 5.431 -2.245 -1.161 -0.13 -1.28 -1.14
H -9.180 0.442 -5.618 0.80 -0.55 0.05
H 0.172 7.379 -2.578 -0.08 0.15 0.12
C 0.656 0.231 -6.488 0.33 0.32 -2.17
H 5.523 1.255 -3.539 -0.35 -0.79 -0.33
H -2.568 -0.540 7.448 0.26 -0.83 0.16
H -0.328 4.239 1.539 0.10 0.24 -0.16
C 8.155 -2.126 0.000 -0.74 -0.28 -0.44
H -0.380 -2.031 -7.646 0.17 -0.36 -0.74
H -5.537 -1.720 0.655 0.07 0.44 1.14
H -1.944 7.346 -4.821 0.03 0.04 -0.06
H 5.174 -4.516 3.273 -0.17 -0.50 0.17
C -0.784 5.083 -6.613 0.69 -2.12 1.04
C -1.808 -2.203 6.191 -0.89 0.05 1.35
N -6.528 0.412 -3.367 1.23 -1.16 -0.74
H -0.666 -6.871 -3.337 0.64 -0.97 -0.44
H -3.892 0.078 -5.774 -0.62 0.06 0.50
H 0.314 4.429 -1.419 0.01 0.10 0.40
C 4.947 3.013 0.682 -0.27 0.55 -0.79
H -0.343 0.570 7.689 -0.02 0.10 0.38
H -2.281 5.667 1.792 -0.27 0.33 -0.01
H -1.935 -5.903 2.457 0.75 0.42 0.36
O 1.952 6.904 4.357 0.03 -0.49 0.28
H -10.022 0.124 2.328 -0.60 -0.93 0.18
H 6.448 -0.702 -3.355 -0.29 -0.55 -0.07
H -0.634 4.197 -7.288 0.01 0.84 0.49
H 0.962 -1.251 3.265 0.85 0.02 -0.61
H -2.135 2.967 -4.218 -0.19 0.59 -0.75
H 4.585 -2.710 -1.737 0.21 0.40 1.02
H 0.625 1.259 -6.115 0.00 -0.24 0.28
C 2.228 -0.170 -4.625 -0.21 0.83 -0.30
C 6.198 2.430 -1.973 -0.55 0.35 1.13
H 7.832 1.376 -2.940 -0.48 -0.36 -0.18
H -2.923 0.253 -0.510 0.15 0.03 -0.38
H 3.748 -7.165 5.682 0.49 0.52 0.21
H 9.449 -1.032 1.428 -0.62 0.09 -0.65
C -2.152 -1.537 4.897 -0.76 0.73 -1.79
H 2.677 1.085 1.586 -0.08 -0.63 0.17
H -8.347 2.298 3.879 0.06 0.33 0.38
C 3.391 -5.063 5.597 0.87 1.35 0.10
H 7.139 -2.133 -4.235 -0.90 0.41 0.86
H -1.700 5.535 -6.869 -0.93 0.89 -0.54
H -0.882 2.020 -0.729 0.97 -0.05 0.69
C -0.331 -0.365 -1.609 0.75 0.85 -0.22
H 2.326 -4.976 0.468 0.46 0.01 -0.04
H 3.121 2.877 -1.200 0.95 1.71 -0.28
C -8.851 0.559 -2.881 -0.41 0.34 0.37
H 5.417 -2.151 -3.738 -0.99 0.14 -0.72
C -3.599 -4.326 -0.853 -1.25 0.84 0.44
H -8.262 -3.240 1.178 0.31 -0.04 -0.42
H 2.976 -5.808 3.665 -0.20 0.02 -0.16
H 0.597 3.028 -5.503 -0.42 1.02 1.31
C 6.642 -2.504 -2.116 -0.07 1.63 1.84
H 1.655 -2.533 2.305 0.12 -0.01 -0.30
O -4.072 2.901 1.126 -0.39 -1.25 1.60
H -1.982 2.953 -6.059 -0.15 0.42 1.27
H -9.063 -1.818 1.516 -1.40 0.82 -0.43
H -6.687 0.448 0.038 0.22 -0.66 1.03
H -2.251 7.776 3.094 0.03 0.61 -0.02
H -2.914 -7.996 0.179 -0.09 0.49 0.30
H 1.530 1.350 -0.703 1.12 -0.08 -1.08
H -3.993 1.965 3.016 0.64 0.81 -0.98
C -0.786 0.512 5.601 -0.77 -0.86 0.10
H -5.118 -0.992 2.363 -0.33 -0.14 -1.38
H 6.333 0.475 -1.181 0.50 0.40 0.47
H -2.401 2.424 2.337 0.24 -0.11 -0.03
C 0.583 3.470 -3.302 1.23 1.43 -1.00
C 1.728 -1.455 2.461 -0.86 0.08 1.30
C 9.048 -0.961 0.386 0.88 1.07 0.55
H 4.841 -6.220 6.794 -0.63 -0.01 -0.61
H 5.944 5.532 0.772 1.10 -0.13 0.66
H 5.642 -1.500 7.114 0.46 -0.09 -0.07
H -7.353 -3.414 3.473 -0.43 -0.66 0.11
H -3.735 -0.127 4.261 0.25 0.45 -0.56
H 8.509 -0.002 0.222 0.22 -0.63 0.45
C 6.311 1.497 -0.754 0.30 -0.27 -0.77
H 7.904 -4.026 -2.915 -1.10 -0.38 0.46
C 0.935 5.482 2.827 0.69 -0.09 -0.06
H 5.226 -1.194 -0.998 -0.01 0.39 -0.59
H -5.954 1.327 2.845 0.00 0.26 0.32
C 0.426 1.259 5.119 1.53 0.93 0.05
```
Positions in Å, forces in eV/Å.

> Which value of orbital gap does entry 1 give?

9.9717 eV